No. 1
Formula: C12H33F6N13O11S2
Source: the Open Molecules 2025 dataset
Level of theory: wB97M-V/def2-TZVPD

Summary:
* net charge: 0
* orbital gap: 9.49 eV

Each line ends with the Löwdin charge.
Geometry (Å):
O: 4.390369 -2.577151 1.288095  -0.2601
S: 4.498990 -1.739339 0.133061  0.6126
O: 5.845406 -1.382121 -0.193480  -0.2804
O: 3.875881 -2.478024 -1.143531  -0.1582
C: 3.601457 -0.218652 0.398557  -0.2221
C: 2.586541 -0.306973 1.535528  -0.1909
C: 1.455090 -1.320271 1.308020  -0.1625
C: 0.881408 -1.255322 -0.115745  -0.1532
N: -0.518640 -1.719358 -0.275829  -0.0717
C: -1.528580 -0.850345 0.213962  -0.4729
F: -1.612756 -0.765256 1.558592  0.1138
F: -2.722429 -1.348542 -0.197324  0.1113
C: -1.459054 0.606508 -0.333133  -0.5202
F: -1.015677 0.646891 -1.589022  0.1956
F: -0.590461 1.311575 0.422426  0.1672
F: -2.657022 1.178747 -0.224371  0.1798
S: -0.746339 -3.315562 0.087906  0.6232
O: -1.660492 -3.503140 1.149930  -0.2005
O: 0.508515 -3.960700 0.158857  -0.1997
F: -1.427843 -3.800363 -1.200449  -0.0861
H: 3.442519 -3.282903 -0.817648  0.0963
H: 3.166734 0.162095 -0.521005  0.1121
H: 4.371468 0.498866 0.682729  0.0569
H: 3.104812 -0.610957 2.438385  0.1204
H: 2.196373 0.696122 1.697541  0.1221
H: 1.897936 -2.294316 1.483671  0.0974
H: 0.719237 -1.164201 2.093614  0.1115
H: 1.482810 -1.897618 -0.744530  0.1058
H: 1.027134 -0.259776 -0.514864  0.1172
N: -6.265781 -0.267249 -1.758138  0.1533
C: -5.969373 0.812784 -2.550137  -0.6779
N: -4.702172 1.310206 -2.400957  0.1632
O: -6.779371 1.291103 -3.322963  0.0249
H: -5.623243 -0.675977 -1.107075  0.0712
H: -7.187456 -0.651443 -1.835857  0.0993
H: -4.446259 2.107691 -2.964496  0.0623
H: -4.030661 0.925694 -1.769954  0.0495
N: -1.623312 0.064778 6.551163  0.1477
C: -1.156499 -0.209556 5.294720  -0.6807
N: -2.076273 -0.105384 4.290250  0.1613
O: 0.002847 -0.524822 5.081122  0.0192
H: -2.570512 0.324668 6.746900  0.0913
H: -0.969702 -0.004423 7.307483  0.1008
H: -1.748026 -0.306662 3.364681  0.0600
H: -3.034386 0.153678 4.430187  0.0984
N: -4.178118 5.856175 -3.623656  0.1507
C: -4.015222 4.910143 -4.598015  -0.6686
N: -3.779540 5.397863 -5.852667  0.1509
O: -4.077354 3.715790 -4.366687  0.0274
H: -4.133366 6.841972 -3.793397  0.0910
H: -4.358056 5.528978 -2.693639  0.1034
H: -3.659238 4.727812 -6.588281  0.1038
H: -3.726306 6.374119 -6.068413  0.0913
N: 5.269718 3.698521 2.794725  0.1587
C: 5.483693 3.289289 1.511855  -0.6511
N: 6.225296 4.132421 0.739887  0.1584
O: 5.040310 2.233440 1.080780  0.0180
H: 5.623542 4.557332 3.169425  0.0959
H: 4.728625 3.095542 3.385389  0.1067
H: 6.399360 3.853511 -0.207315  0.1076
H: 6.600328 5.000844 1.068923  0.0957
N: -6.720442 -3.160087 2.209741  0.1494
C: -6.109396 -1.967805 1.931720  -0.6857
N: -4.782277 -2.055383 1.606746  0.1575
O: -6.700558 -0.903692 1.968435  0.0235
H: -6.250646 -4.044450 2.184500  0.0918
H: -7.692801 -3.130213 2.450409  0.1020
H: -4.308456 -1.199870 1.401018  0.0714
H: -4.267676 -2.916405 1.570770  0.0843
N: 6.458730 -3.645123 -3.461943  0.1495
C: 7.632419 -2.947365 -3.588136  -0.6874
N: 7.896802 -2.091471 -2.560335  0.1600
O: 8.373661 -3.085053 -4.546948  0.0140
H: 5.836086 -3.541101 -2.683242  0.0696
H: 6.225535 -4.285230 -4.196088  0.0975
H: 8.742806 -1.558435 -2.614016  0.1014
H: 7.289313 -1.977107 -1.768435  0.0528

Forces on atoms 1 to 3 (eV/Å):
O -0.981 -0.458 -0.160
S 1.739 0.674 1.159
O -0.055 0.151 -1.021

No. 2
Formula: C47H55Cl4F6N3O3
Source: the Open Molecules 2025 dataset
Level of theory: wB97M-V/def2-TZVPD

Summary:
* net charge: 0
* orbital gap: 9.09 eV

Each line ends with the Löwdin charge.
Geometry (Å):
F: -3.691650 4.824691 1.659896  -0.0323
C: -3.753840 6.261241 1.699586  -0.1960
C: -4.741580 6.846871 2.557096  -0.0280
C: -4.859560 8.205131 2.566596  -0.0931
C: -3.950880 8.958131 1.787806  -0.0830
C: -2.965140 8.371111 0.951676  -0.0632
C: -2.835970 6.954361 0.949066  -0.0249
H: -5.314770 6.192961 3.197616  0.1125
H: -5.617140 8.665741 3.183276  0.1048
H: -3.921330 10.033911 1.878566  0.0915
H: -2.247730 8.898821 0.340756  0.0986
H: -2.069410 6.607541 0.271946  0.1133
F: 0.591750 -1.966649 -3.620774  0.0843
C: -0.395880 -1.604479 -2.823404  -0.3011
C: -0.328750 -0.429289 -2.114054  -0.0423
C: -1.221350 -0.067839 -1.131944  -0.0825
C: -2.353080 -0.889489 -1.002454  -0.0775
C: -2.465950 -2.107129 -1.743804  -0.0764
C: -1.480460 -2.467889 -2.650584  -0.0208
H: 0.514690 0.239281 -2.203574  0.1145
H: -0.874290 0.725891 -0.487014  0.1060
H: -3.079360 -0.614399 -0.251954  0.0882
H: -3.157490 -2.889729 -1.468654  0.0982
H: -1.532840 -3.466349 -3.058904  0.1110
F: -1.654270 -0.918389 5.139926  0.0513
C: -1.525650 -2.100319 5.792666  -0.2725
C: -1.134540 -2.139499 7.108596  -0.0515
C: -1.231710 -3.277929 7.841356  -0.0813
C: -1.534620 -4.506029 7.202136  -0.0877
C: -1.926840 -4.477189 5.896906  -0.0947
C: -1.920960 -3.282349 5.161666  -0.0032
H: -0.725760 -1.207939 7.471216  0.1184
H: -0.781450 -3.203069 8.820166  0.1045
H: -1.494850 -5.351369 7.873116  0.1003
H: -2.314820 -5.369889 5.428976  0.1046
H: -2.274850 -3.317349 4.141896  0.1119
F: -7.456480 -4.409869 2.312346  0.0461
C: -8.318650 -3.600689 2.993366  -0.2678
C: -9.470890 -4.141089 3.621526  0.0119
C: -10.275660 -3.298329 4.429736  -0.1070
C: -9.869770 -2.080529 4.783966  -0.1265
C: -8.801270 -1.513179 4.098426  -0.0639
C: -8.080700 -2.263679 3.145366  -0.0266
H: -9.743050 -5.184319 3.558156  0.1064
H: -11.185430 -3.630829 4.907376  0.1064
H: -10.482680 -1.471459 5.431866  0.1064
H: -8.554580 -0.467709 4.210366  0.1010
H: -7.149650 -1.899459 2.736846  0.1138
F: 5.317440 -4.088499 -1.526664  0.0416
C: 5.086810 -3.580179 -0.279764  -0.2588
C: 6.124590 -3.120809 0.536916  -0.0322
C: 5.897570 -2.536959 1.791126  -0.0612
C: 4.549560 -2.561839 2.255736  -0.1147
C: 3.489470 -2.944599 1.479546  -0.0843
C: 3.768350 -3.595909 0.247036  0.0011
H: 7.124780 -3.195169 0.136296  0.1074
H: 6.655370 -2.077259 2.408216  0.0985
H: 4.397990 -2.204719 3.263646  0.0939
H: 2.492460 -2.944379 1.894736  0.1010
H: 3.079180 -4.030969 -0.461584  0.1077
F: 3.637120 -10.300499 -2.446884  0.0680
C: 2.503940 -9.615989 -2.336994  -0.2501
C: 1.774460 -9.541429 -1.106154  -0.0122
C: 0.659020 -8.771419 -1.104794  -0.1414
C: 0.091730 -8.245359 -2.221404  -0.0978
C: 0.859330 -8.215539 -3.422724  -0.0765
C: 2.039970 -8.932739 -3.498864  -0.0133
H: 1.990480 -10.013949 -0.159344  0.1121
H: 0.070730 -8.692139 -0.202564  0.1061
H: -0.856010 -7.728889 -2.259554  0.0972
H: 0.308220 -7.689269 -4.188044  0.0987
H: 2.538960 -9.035899 -4.451114  0.1096
C: 1.158100 4.950471 4.768676  -0.0653
N: 2.171280 4.255741 5.568006  -0.0026
C: 3.422370 4.153441 5.083966  -0.5445
C: 4.435120 3.496031 6.031936  -0.0039
O: 3.707760 4.520711 3.932106  0.0060
H: 1.604630 5.927361 4.583156  0.0818
H: 0.171760 5.186271 5.168226  0.0822
H: 1.024610 4.445671 3.811886  0.0861
H: 2.081410 4.047891 6.552296  0.1302
H: 3.932580 2.834781 6.737846  0.0705
H: 5.072510 4.210141 6.553366  0.0802
H: 5.118540 2.895121 5.431986  0.0794
C: 8.392880 5.731421 0.951216  -0.0655
N: 7.022120 5.602461 0.492576  -0.0117
C: 6.611400 5.309941 -0.736794  -0.5613
C: 5.111010 5.281791 -1.058664  0.0062
O: 7.461220 5.170181 -1.604884  0.0241
H: 8.932090 4.863021 0.572776  0.0864
H: 8.423980 5.782361 2.039576  0.0818
H: 8.807840 6.681531 0.614756  0.0857
H: 6.354260 5.456931 1.236136  0.1297
H: 4.504080 5.229601 -0.154774  0.0670
H: 4.806700 4.350161 -1.535704  0.0743
H: 4.838660 6.099061 -1.726504  0.0843
C: -0.719750 1.347961 -12.780094  -0.0821
N: 0.486840 0.919691 -12.172104  -0.0127
C: 0.526480 0.611471 -10.878814  -0.5716
C: 1.833400 0.136831 -10.260534  0.0009
O: -0.432610 0.795271 -10.134434  0.0204
H: -1.002780 0.503411 -13.408364  0.0844
H: -0.450540 2.250201 -13.329264  0.0880
H: -1.606730 1.491021 -12.162914  0.0897
H: 1.346500 0.973701 -12.699504  0.1424
H: 2.570830 -0.139929 -11.013994  0.0700
H: 1.522340 -0.598489 -9.518484  0.0873
H: 2.244780 1.017651 -9.767544  0.0837
Cl: -5.878150 3.022281 -2.948824  0.5302
C: -7.009250 2.521211 -1.737734  -1.0807
Cl: -7.978740 1.148121 -2.266224  0.5006
H: -6.495080 2.429151 -0.781044  0.0359
H: -7.801520 3.266311 -1.665464  0.0121
Cl: 7.108530 0.034271 -5.733444  0.4402
C: 5.979240 0.628141 -4.409034  -0.9581
Cl: 4.529080 1.379871 -5.139114  0.4669
H: 5.651620 -0.099139 -3.666184  0.0274
H: 6.468270 1.373331 -3.781624  0.0219

Forces on atoms 1 to 3 (eV/Å):
F -0.167 2.470 0.225
C -0.402 -2.039 0.774
C 1.428 -1.657 -1.255

No. 3
Formula: C5H12NO
Source: the Open Molecules 2025 dataset
Level of theory: wB97M-V/def2-TZVPD

Summary:
* net charge: +1
* energy relative to the best compared isomer or geometry (same formula, charge and spin): 25.5 kcal/mol
* orbital gap: 10.12 eV

Each line ends with the Löwdin charge.
Geometry (Å):
N: -1.659424 -1.689301 1.604800  0.2006
C: -1.503039 -1.075079 0.255684  -0.0655
C: -0.294366 -0.757661 -0.144466  -0.1023
C: 0.084995 -0.277076 -1.509301  -0.1397
C: 1.023840 0.997932 -1.440899  -0.1433
C: 0.917475 1.714897 -0.095099  -0.2630
O: 1.530252 1.000838 0.956116  -0.0740
H: -2.611052 -1.621366 1.952000  0.1680
H: -1.044373 -1.261726 2.301661  0.1769
H: -1.435855 -2.684115 1.594586  0.1738
H: -2.441610 -0.982700 -0.270871  0.1328
H: 0.574319 -0.976236 0.474687  0.1300
H: -0.782641 0.035617 -2.083405  0.1189
H: 0.619717 -1.096160 -1.951736  0.1181
H: 0.705228 1.676266 -2.232274  0.1161
H: 1.990348 0.640837 -1.719101  0.1035
H: -0.149166 1.799092 0.121710  0.1191
H: 1.325063 2.719289 -0.220608  0.1258
H: 2.451567 1.253210 1.065531  0.1044

Forces on atoms 1 to 3 (eV/Å):
N 0.124 -0.198 0.216
C -0.265 0.045 0.245
C 0.562 -0.669 -0.617